{
  "formula": "C5H8S3",
  "method": "wB97M-V/def2-TZVPD",
  "symbols": ["S", "H", "H", "H", "H", "H", "C", "C", "H", "H", "C", "C", "S", "S", "H", "C"],
  "coordinates": [[2.7802, 0.2950, -0.1285], [-1.2618, -1.3851, -1.0717], [0.7712, -1.8632, 0.3154], [0.9194, 2.3969, -0.2417], [3.1898, -0.6610, -0.9599], [-1.7455, -1.7639, 0.6575], [-1.2025, -1.0568, -0.0247], [0.2488, -0.8815, 0.4054], [0.7764, 0.1822, -1.4099], [0.6736, 1.5206, 1.3524], [-1.9962, 0.1962, -0.0620], [0.4712, 1.5603, 0.2566], [-3.5875, 0.0754, -0.1618], [-1.3161, 1.8242, -0.0341], [0.2803, -0.7037, 1.4725], [0.9988, 0.2645, -0.3654]],
  "atomic_forces_ev_per_a": [[0.533, 0.348, 0.479], [0.095, -0.469, 0.294], [-0.249, 0.681, -0.291], [0.418, 0.641, 0.143], [-0.266, -0.255, -0.193], [0.549, 0.478, -0.899], [0.613, -0.148, 0.213], [0.995, -0.996, -0.561], [-0.179, 0.192, -0.656], [-0.026, 0.371, -0.834], [-0.016, 1.059, 0.448], [-0.237, -0.578, 0.081], [-1.372, 0.221, -0.149], [0.219, -0.997, 0.043], [0.101, 0.421, 0.339], [-1.180, -0.969, 1.542]],
  "nbo_charge": [-0.0208, 0.2404, 0.2226, 0.2398, 0.1305, 0.2555, -0.5002, -0.4109, 0.2227, 0.2264, -0.2881, -0.5469, 0.0227, 0.3472, 0.2069, -0.3478],
  "max_force_ha_per_bohr": 0.0422,
  "lumo_energy_ev": -0.072,
  "homo_energy_ha": -0.315,
  "energy_ha": -1389.858861,
  "smiles": "S=C1CC[C@H](S)CS1",
  "e_above_lowest_kj_mol": 17.6
}

***

{
  "formula": "C5H9BF10HfNO5S2Si",
  "method": "wB97M-V/def2-TZVPD",
  "symbols": ["O", "S", "H", "H", "C", "F", "F", "H", "F", "H", "B", "F", "H", "C", "F", "F", "F", "H", "C", "F", "F", "C", "F", "O", "O", "H", "O", "Si", "O", "S", "C", "H", "H", "N", "Hf"],
  "coordinates": [[3.3378, -2.2684, 0.1464], [0.9286, -1.0744, 2.2705], [-3.0542, 3.3382, -1.3896], [0.9643, 3.1214, 0.2238], [3.0867, 0.0263, -1.2920], [4.3870, -0.1276, -1.2273], [-2.6931, -1.3327, -0.4701], [-0.8397, 1.3034, 1.7482], [-1.3758, -3.1315, -0.4455], [-2.3269, 2.1551, 1.4928], [-2.3092, -2.5164, -1.3449], [2.9035, -2.6363, 3.0139], [0.6019, 3.6635, -1.4218], [-2.5104, 2.4621, -1.7480], [1.4105, -3.5672, 1.7385], [-1.4193, -1.8101, -2.2309], [2.7292, 1.1977, -0.8122], [-2.1648, 2.6789, -2.7610], [-1.6578, 1.4237, 1.0306], [2.6511, -0.1252, -2.5218], [0.9454, -3.1232, 3.8076], [1.6269, -2.7435, 2.7500], [-3.2977, -3.2046, -1.8359], [-0.3210, 0.6764, -1.2320], [-0.4551, -1.4344, 1.8229], [-0.3049, 4.3193, -0.0591], [1.1976, -1.8919, -1.0643], [-1.0832, 2.0755, -0.6560], [1.0577, -0.1577, 3.3328], [2.3313, -1.3598, -0.2423], [0.1612, 3.4145, -0.4539], [-3.2118, 1.6272, -1.8019], [-2.2831, 0.5143, 1.0334], [1.5541, -0.5495, 0.8908], [-0.5668, -0.9430, -0.2918]],
  "atomic_forces_ev_per_a": [[0.010, 0.013, -0.024], [-0.001, -0.125, 0.006], [-0.003, -0.005, 0.013], [0.000, 0.009, 0.006], [0.082, 0.015, -0.001], [-0.011, 0.024, -0.008], [0.012, 0.035, 0.066], [-0.004, -0.001, 0.003], [-0.039, 0.002, -0.022], [-0.015, 0.017, -0.039], [0.047, -0.015, 0.029], [0.028, 0.052, 0.005], [0.013, 0.022, 0.020], [-0.027, 0.035, -0.118], [0.007, -0.045, -0.005], [0.047, -0.024, 0.138], [-0.013, -0.013, 0.012], [-0.023, -0.004, 0.001], [-0.006, 0.043, 0.069], [0.004, -0.018, -0.012], [0.064, 0.012, -0.020], [-0.120, -0.018, 0.089], [0.001, -0.001, 0.004], [-0.052, -0.317, 0.096], [-0.140, 0.115, 0.073], [0.007, 0.003, 0.006], [-0.122, -0.013, -0.059], [-0.082, 0.061, 0.269], [0.019, -0.036, 0.008], [0.072, -0.021, 0.014], [0.041, 0.039, -0.051], [-0.008, 0.007, -0.004], [0.003, 0.026, 0.014], [-0.052, 0.111, -0.015], [0.261, 0.016, -0.564]],
  "nbo_charge": [-0.8076, 2.2078, 0.2653, 0.2530, 0.8071, -0.2650, -0.5321, 0.2553, -0.5070, 0.3069, 1.3560, -0.2642, 0.2644, -1.1520, -0.2832, -0.4993, -0.2749, 0.2665, -1.1923, -0.2690, -0.2663, 0.7958, -0.4518, -1.1961, -0.9889, 0.2657, -0.9579, 1.8676, -0.8011, 2.1949, -1.1494, 0.2544, 0.2389, -1.2694, 2.5276],
  "max_force_ha_per_bohr": 0.0121,
  "lumo_energy_ev": -3.816,
  "homo_energy_ha": -0.532,
  "energy_ha": -2784.437157,
  "total_charge": 1,
  "e_above_lowest_kj_mol": 1.0
}

***

{
  "formula": "C5H9BN2O",
  "method": "wB97M-V/def2-TZVPD",
  "symbols": ["O", "N", "H", "H", "B", "H", "H", "H", "C", "C", "C", "N", "H", "H", "C", "H", "C", "H"],
  "coordinates": [[0.1168, -1.8630, 0.2539], [-2.1366, 2.0537, -1.1998], [1.5372, 1.7986, 0.7574], [1.7091, 0.6812, 2.1682], [0.1081, -0.5688, 0.1301], [1.9910, -2.1338, 1.0833], [2.7323, 0.4564, 0.7007], [1.2050, -3.5757, 0.3626], [-1.2643, 0.3015, -1.9869], [1.0451, -2.6620, 0.9415], [-1.4555, 1.5144, -0.1703], [-2.0150, 1.3306, -2.3121], [-1.4471, 1.9636, 0.8039], [0.6294, -2.9265, 1.9183], [-0.8692, 0.3428, -0.6244], [-1.0123, -0.4368, -2.7217], [1.7990, 0.8154, 1.1035], [-2.6729, 2.9083, -1.2084]],
  "atomic_forces_ev_per_a": [[-0.470, -0.664, -0.395], [0.195, -0.125, 0.389], [-0.125, 0.280, -0.109], [0.087, 0.056, 0.309], [2.140, 3.283, 1.281], [-0.105, -0.006, -0.033], [0.269, -0.023, -0.025], [-0.016, 0.175, 0.091], [-0.117, 0.059, 0.408], [0.516, -0.398, 0.425], [0.123, -0.233, 0.030], [-0.291, 0.110, -0.821], [0.058, 0.131, 0.122], [0.061, 0.018, -0.146], [-0.100, 0.104, -0.027], [0.021, -0.131, -0.202], [-2.337, -2.415, -1.257], [0.091, -0.221, -0.038]],
  "nbo_charge": [-0.7146, -0.3274, 0.1927, 0.1901, 1.0403, 0.1953, 0.1918, 0.1899, -0.0175, -0.2365, 0.0036, -0.2648, 0.2208, 0.1877, -0.5804, 0.2093, -0.8913, 0.4111],
  "max_force_ha_per_bohr": 0.0802,
  "lumo_energy_ev": 0.670,
  "homo_energy_ha": -0.293,
  "energy_ha": -405.467043,
  "e_above_lowest_kj_mol": 154.4
}

***

{
  "formula": "C5H9BaO3",
  "method": "wB97M-V/def2-TZVPD",
  "symbols": ["C", "O", "H", "C", "H", "C", "H", "Ba", "O", "C", "C", "H", "H", "H", "H", "O", "H", "H"],
  "coordinates": [[-2.3859, 3.8805, 6.8992], [-1.8208, 3.9601, 5.5466], [4.4801, 0.8677, 2.9894], [2.4527, 1.3310, 3.2090], [-0.5998, 4.6255, 7.8662], [3.5218, 0.5960, 2.5187], [-1.8378, 5.8678, 7.5620], [-0.4891, 3.6508, 3.2158], [1.6635, 2.0758, 2.6312], [-1.6807, 4.8207, 7.8522], [-2.4448, 4.8774, 4.5775], [-2.2321, 2.8320, 7.1824], [3.3811, -0.4771, 2.7264], [2.3585, 1.1925, 4.3014], [3.5344, 0.7941, 1.4432], [-3.3795, 5.5054, 4.9915], [-3.4719, 4.0382, 6.8896], [-2.0744, 4.6755, 8.8674]],
  "atomic_forces_ev_per_a": [[0.189, -0.684, -0.120], [0.332, -0.453, 0.212], [-0.174, -0.101, -0.172], [-0.377, 0.319, -0.395], [-0.244, 0.013, 0.045], [0.299, -0.250, 0.065], [-0.019, -0.278, 0.084], [-0.542, 0.220, 0.612], [0.139, -0.200, 0.577], [0.057, 0.195, -0.040], [-0.984, 0.832, 0.050], [0.050, 0.231, 0.080], [0.092, 0.227, -0.104], [0.072, -0.011, -0.114], [-0.004, -0.045, 0.280], [0.628, -0.318, -0.457], [0.368, 0.236, -0.358], [0.119, 0.067, -0.246]],
  "nbo_charge": [-0.0847, -0.7486, 0.2710, 0.5037, 0.1985, -0.7387, 0.2269, 1.8709, -0.6931, -0.6343, 0.1498, 0.1790, 0.2711, 0.1406, 0.2546, -0.6110, 0.2149, 0.2295],
  "max_force_ha_per_bohr": 0.0251,
  "lumo_energy_ev": -4.280,
  "homo_energy_ha": -0.402,
  "energy_ha": -446.886448,
  "total_charge": 1,
  "e_above_lowest_kj_mol": 52.7
}

***

{
  "formula": "C5H9Br",
  "method": "wB97M-V/def2-TZVPD",
  "symbols": ["C", "C", "H", "H", "H", "H", "C", "H", "C", "H", "H", "H", "Br", "C", "H"],
  "coordinates": [[2.1800, 0.1476, -0.1978], [-1.5082, -1.9806, -0.1576], [0.8343, 2.7213, 0.5383], [2.3616, 0.1865, -1.2017], [-0.4467, -2.4950, -0.0439], [-0.4107, 2.3564, -0.4318], [-1.6017, -0.7458, 0.5850], [2.2344, -0.7646, 0.2938], [0.8134, 0.7007, -0.1871], [-2.2405, -2.8129, 0.2320], [2.8263, 0.8226, 0.4638], [-1.9486, -2.1104, -1.0886], [-2.9006, 0.3776, -0.1185], [0.2134, 1.9205, 0.2789], [-0.4062, 1.6764, 1.0353]],
  "atomic_forces_ev_per_a": [[-0.890, 4.341, 4.120], [1.181, -3.762, 1.787], [1.562, 1.281, 0.989], [1.377, -0.400, -2.719], [-2.181, 1.172, -0.362], [-1.462, 0.321, -1.648], [0.765, 0.223, 0.689], [-0.118, -2.189, 0.146], [-1.568, -2.116, -0.642], [1.178, 1.527, 0.740], [0.060, -0.559, -1.232], [-0.045, 0.682, -2.661], [-0.545, 0.272, -0.294], [2.837, 0.132, -1.771], [-2.151, -0.924, 2.859]],
  "nbo_charge": [-0.7573, -0.8304, 0.1832, 0.2549, 0.2460, 0.2501, -0.0608, 0.2477, 0.2586, 0.2861, 0.1716, 0.2192, 0.0429, -0.7904, 0.2786],
  "max_force_ha_per_bohr": 0.1177,
  "lumo_energy_ev": [-0.271, -0.034],
  "homo_energy_ha": [-0.275, -0.267],
  "energy_ha": -2769.613549,
  "e_above_lowest_kj_mol": 701.7
}